Formula: C3H6IPS
Source: the OMol25 dataset
Level of theory: wB97M-V/def2-TZVPD

Last column: Löwdin charge in e.
CARTESIAN COORDINATES (ANGSTROEM)
C -1.45933 -0.94842 -0.54659  -0.2181
C -0.04518 -0.79558 -0.01142  -0.5600
P 0.00353 0.65385 1.15284  0.8153
I -0.75914 2.85363 -0.81588  0.0603
C 1.78245 1.20400 1.03496  -0.9915
S 2.96579 0.28103 0.46735  0.6600
H -2.09947 -1.20492 0.23824  0.0337
H -1.82219 -0.12047 -1.13559  0.0103
H -1.62049 -1.81935 -1.32559  0.1140
H 0.73931 -0.70690 -0.83048  0.0669
H 0.50125 -1.60314 0.43004  0.0528
H 1.81346 2.20626 1.34213  -0.0436

## Properties
2S+1: 1
Maximum force in eV Å⁻¹: 3.628
Calculated total energy in eV: -31431.1473
Structure (SMILES): CCP(I)C=S
Frontier orbital gap in eV: 6.78
Energy relative to the best compared isomer or geometry (same formula, charge and spin) in eV: 0.628